No. 1
{
  "formula": "C18H37O3P3Tc",
  "method": "ωB97M-V/def2-TZVPD",
  "species": ["P", "C", "H", "H", "H", "C", "H", "H", "H", "C", "H", "H", "H", "P", "C", "H", "H", "H", "C", "H", "H", "H", "C", "H", "H", "H", "P", "C", "H", "H", "H", "C", "H", "H", "H", "C", "H", "H", "H", "Tc", "C", "O", "C", "O", "C", "C", "C", "C", "C", "C", "H", "H", "H", "H", "H", "H", "C", "O", "H", "H", "H", "H"],
  "xyz": [[2.5581, -0.5488, 0.3638], [3.4179, -0.8349, 2.0434], [4.5013, -0.8677, 1.9291], [3.1126, -1.7860, 2.4789], [3.1885, -0.0435, 2.7550], [3.3598, -2.1096, -0.3650], [3.3808, -2.0890, -1.4530], [2.8111, -2.9940, -0.0405], [4.3930, -2.2099, -0.0326], [3.8231, 0.7782, -0.1385], [4.8343, 0.3718, -0.1231], [3.7883, 1.6133, 0.5610], [3.6348, 1.1767, -1.1331], [-0.7481, 2.6885, -0.1032], [-0.8449, 3.8859, 1.3799], [-1.3578, 4.8079, 1.1070], [0.1522, 4.1631, 1.7208], [-1.3844, 3.4488, 2.2184], [0.1660, 3.9855, -1.1486], [0.0834, 3.7842, -2.2151], [1.2213, 4.0052, -0.8747], [-0.2458, 4.9811, -0.9838], [-2.5529, 3.0305, -0.5921], [-2.7099, 4.0946, -0.7679], [-3.2235, 2.7220, 0.2099], [-2.8489, 2.4934, -1.4907], [-1.9296, -1.7782, 0.3630], [-2.8407, -2.1523, 1.9979], [-3.4044, -3.0827, 1.9289], [-3.5538, -1.3634, 2.2355], [-2.1484, -2.2518, 2.8325], [-3.5601, -1.8125, -0.6115], [-4.2177, -2.6016, -0.2472], [-3.3977, -2.0027, -1.6709], [-4.0779, -0.8596, -0.5004], [-1.3611, -3.5840, 0.1910], [-2.2176, -4.2582, 0.1825], [-0.7278, -3.8598, 1.0342], [-0.7883, -3.7554, -0.7177], [-0.0424, 0.1364, 0.3577], [1.0786, 1.4530, 1.6837], [1.6620, 2.1186, 2.4022], [-1.6689, 0.7169, 1.6878], [-2.4965, 1.0346, 2.4044], [-1.2955, -0.1819, -2.9904], [-0.6302, -1.3626, -2.9605], [0.6920, -1.4314, -2.7834], [1.3824, -0.2887, -3.0195], [0.7925, 0.9096, -3.0445], [-0.5520, 0.9048, -3.2155], [-2.3629, -0.1336, -3.1317], [-1.1796, -2.2807, -3.0848], [1.1738, -2.3954, -2.7604], [2.4444, -0.3404, -3.1916], [1.3877, 1.7901, -3.2258], [-1.0453, 1.8043, -3.5439], [0.3312, -1.0634, 2.9954], [0.3216, -1.2896, 1.5929], [0.5105, -2.0327, 3.5086], [-0.6413, -0.7247, 3.3846], [1.1279, -0.3908, 3.3350], [0.7269, -2.1390, 1.2780]],
  "forces_ev_per_a": [[4.9, 0.2, -0.4], [-1.7, 0.2, 0.4], [-0.1, 0.1, -0.6], [0.0, -0.1, 0.0], [0.1, 0.0, 0.1], [-1.3, 0.2, -0.7], [-0.2, 0.1, 0.0], [0.0, -0.1, 0.0], [-0.1, 0.4, 0.4], [-1.2, 0.1, -0.4], [-0.1, -0.4, 0.1], [-0.1, 0.0, 0.1], [0.0, 0.0, -0.1], [-1.7, 4.2, -0.6], [0.6, -1.3, 0.5], [-0.1, -0.3, -0.5], [0.0, 0.0, 0.0], [0.0, 0.0, 0.1], [0.5, -1.3, -0.5], [0.0, -0.2, 0.0], [0.0, 0.0, 0.0], [-0.4, -0.2, 0.4], [0.3, -1.3, -0.2], [0.5, 0.1, 0.1], [0.1, 0.0, 0.1], [0.1, -0.1, -0.1], [-3.5, -3.1, -0.2], [0.9, 1.3, 0.3], [0.2, -0.1, -0.5], [0.0, 0.0, 0.0], [0.0, -0.1, 0.1], [1.0, 0.8, -0.6], [0.3, -0.1, 0.4], [0.1, 0.1, -0.1], [0.0, 0.0, 0.0], [1.2, 1.0, -0.5], [-0.3, 0.4, 0.1], [-0.1, 0.0, 0.2], [0.0, 0.0, -0.1], [-0.7, 3.1, -0.7], [1.4, 1.4, 1.3], [-1.6, -1.7, -1.9], [-1.8, 0.6, 1.2], [2.2, -0.8, -1.8], [-2.2, -0.3, -1.0], [-2.1, -3.0, 1.3], [1.1, -1.9, -0.6], [3.7, -0.9, 1.3], [0.2, 2.3, -1.1], [-0.8, 3.9, 0.4], [-0.2, -0.1, 0.0], [-0.3, -0.3, 0.2], [0.2, -0.1, -0.1], [0.4, -0.1, 0.1], [0.0, 0.2, -0.1], [-0.1, 0.4, 0.2], [0.3, -1.3, 3.0], [0.7, -3.2, 1.5], [0.0, 0.5, -0.3], [0.3, 0.0, -0.6], [-0.2, -0.1, -0.5], [-0.4, 0.6, 0.8]],
  "e_homo_ev": [-22.0544, -21.4893],
  "e_lumo_ev": [-14.699, -16.725],
  "gap_ev": [7.36, 4.76],
  "spin_multiplicity": 4,
  "charge": 4,
  "s_squared": 3.78
}


No. 2
{
  "formula": "C4H38N2O15",
  "method": "ωB97M-V/def2-TZVPD",
  "species": ["O", "C", "N", "C", "N", "C", "C", "H", "H", "H", "H", "H", "H", "H", "H", "H", "H", "H", "H", "O", "H", "H", "O", "H", "H", "O", "H", "H", "O", "H", "H", "O", "H", "H", "O", "H", "H", "O", "H", "H", "O", "H", "H", "O", "H", "H", "O", "H", "H", "O", "H", "H", "O", "H", "H", "O", "H", "H", "O"],
  "xyz": [[0.0689, -2.5719, 0.0957], [0.2945, -1.5154, -0.4850], [1.3027, -0.7244, 0.0126], [1.5485, 0.6129, -0.4069], [0.8775, 1.7106, 0.3389], [-0.2588, -1.2568, -1.8769], [-0.2517, -2.5985, -2.6925], [1.6685, -1.1282, 0.8531], [2.6236, 0.7834, -0.3158], [1.4302, 0.7970, -1.4686], [1.6065, 2.1580, 0.8701], [0.5128, 2.4006, -0.3097], [0.2804, -0.4489, -2.3412], [-1.3377, -1.1547, -1.7784], [0.5414, -2.5888, -3.4445], [0.1405, -3.4194, -2.0949], [-1.2278, -2.7454, -3.1334], [-0.4825, 2.9852, -2.0777], [-1.2779, 1.6832, -2.0194], [-1.0743, 2.4761, -1.5069], [1.3029, -2.8222, 3.1255], [2.0750, -1.7770, 3.9175], [2.1979, -2.5069, 3.2979], [-2.3677, -1.3881, 3.5318], [-3.1295, -1.0229, 2.2283], [-2.2937, -0.9242, 2.6979], [-2.5792, -4.5625, 0.5356], [-1.4383, -3.4809, 0.2804], [-2.3939, -3.6477, 0.3737], [3.7503, 0.8105, -1.9982], [4.5416, 2.2252, -1.8726], [4.0125, 1.6485, -2.4204], [-3.0027, 1.5977, -2.8146], [-3.2096, 0.1605, -3.3715], [-2.5416, 0.7952, -3.1047], [3.1022, -3.6940, 1.0251], [3.0626, -2.2867, 1.7037], [3.1285, -2.7524, 0.8643], [-1.7039, 2.9490, 2.0424], [-2.5196, 3.8782, 1.0136], [-2.5063, 3.4624, 1.8736], [5.1520, -1.1147, -1.4121], [3.8214, -1.2548, -0.6975], [4.4762, -0.6055, -0.9735], [0.3262, -0.1679, 3.4697], [-0.0226, -0.1086, 4.9736], [0.3645, -0.6660, 4.2946], [1.8796, 3.8115, -2.9102], [2.4551, 2.5150, -2.3833], [1.6305, 3.0516, -2.3730], [-3.2130, 2.9389, -1.6220], [-4.4292, 2.2129, -1.0662], [-4.0670, 2.5885, -1.8691], [-1.4776, 0.7497, 1.9202], [-0.0024, 1.3043, 2.3384], [-0.9362, 1.2505, 2.5408], [-2.5821, 0.7045, -0.2104], [-2.7891, 1.3290, 1.0752], [-3.2142, 0.6967, 0.4804]],
  "forces_ev_per_a": [[-0.3, 0.4, 0.3], [1.3, -1.0, -0.3], [-1.8, 0.1, -1.1], [1.4, 1.7, 0.4], [0.6, -0.9, 0.0], [-0.5, -1.7, 0.7], [1.8, 0.6, 0.0], [0.3, 0.2, 0.3], [0.1, -0.2, 0.4], [-0.7, -0.6, -0.1], [0.1, 0.3, 0.2], [-0.1, -0.3, 0.2], [-0.5, 0.2, -0.4], [0.1, 1.2, 0.2], [-0.4, 0.4, -0.5], [-0.9, -0.1, 0.4], [0.1, -0.5, -0.1], [0.2, -0.1, 0.0], [0.1, -0.3, -0.2], [-0.4, 0.5, -0.2], [0.0, 0.1, 0.0], [-0.3, 0.0, 0.2], [0.2, 0.1, 0.2], [-0.1, -0.1, 0.1], [0.0, -0.2, 0.0], [-0.3, -0.1, -0.2], [0.3, -0.6, 0.1], [-0.1, -0.2, 0.0], [-0.3, 0.8, -0.2], [1.0, 0.3, 0.4], [0.2, -0.5, 0.6], [-0.9, 0.3, -1.2], [-0.8, -0.4, -0.2], [-0.1, 0.1, 0.1], [0.8, -0.2, -0.2], [-0.1, -0.1, 0.4], [-0.1, -0.7, 0.6], [0.6, 0.5, -1.3], [0.2, 0.0, -0.3], [0.5, -0.1, -0.2], [-0.7, 0.0, 0.5], [0.4, -0.2, -0.2], [-0.2, -0.4, 0.4], [-0.4, 0.3, 0.1], [-0.6, 0.0, 0.2], [-0.1, 0.2, -0.2], [0.6, -0.4, 0.2], [-0.2, 0.0, 0.0], [-0.1, 0.0, -0.1], [0.2, 0.2, -0.2], [0.5, 0.4, 0.5], [0.0, -0.3, 0.4], [-0.5, 0.4, -0.5], [1.0, -0.7, 0.2], [-0.2, 0.0, -1.4], [-0.2, 1.1, 1.4], [0.9, -0.4, -1.6], [-0.8, 0.5, 0.3], [-0.5, 0.3, 1.1]],
  "e_homo_ev": -9.7023,
  "e_lumo_ev": 0.205,
  "gap_ev": 9.91
}